# 1
A structure of composition C17H26F5N4O10P2STa. Source: OMol25; level of theory: ωB97M-V/def2-TZVPD.

Values from the calculation:
Orbital gap   7.14 eV
E_LUMO   -7.69 eV
Net charge   +2
2S+1   1

Each line ends with the Löwdin charge.
Cartesian coordinates (Å):
Ta 0.650 -0.718 -0.910  1.784
S -0.420 1.431 -0.905  0.806
P -0.706 -2.155 -2.723  0.304
P 1.417 -3.814 -1.896  0.335
F -1.630 3.270 -6.362  0.185
F 0.876 3.606 -2.421  0.098
F -2.989 1.152 -5.321  0.157
F 0.302 4.487 -4.898  0.169
F -2.458 0.299 -2.841  0.061
O -1.071 -1.880 -1.253  -0.340
O 0.172 1.501 1.945  -0.298
O 2.236 -0.203 0.506  -0.313
O 1.546 -2.456 -1.086  -0.396
O 0.815 -4.779 -0.820  -0.049
O 2.434 0.051 -2.024  -0.347
O -1.839 -2.301 -3.745  0.024
O 0.095 -3.480 -2.844  -0.162
O 0.255 -0.949 -2.911  -0.349
O 2.550 -4.233 -2.686  -0.169
N -0.291 -2.400 2.809  0.140
N 0.464 -2.054 1.853  0.043
N -1.494 -1.821 2.617  -0.038
N -0.222 -1.230 1.021  -0.136
C -0.512 2.745 2.103  -0.097
C -1.442 -1.097 1.515  -0.080
C 1.566 1.688 1.969  -0.211
C -2.574 -2.004 3.607  -0.070
C -2.707 -0.806 4.548  -0.396
C 2.267 0.366 1.880  -0.080
C -3.286 0.414 3.841  -0.057
C -0.373 3.469 -4.395  -0.127
C -1.761 1.344 -3.335  -0.225
C 3.674 0.234 -1.310  -0.114
C -2.058 1.774 -4.612  -0.128
C -1.386 -0.480 5.239  -0.058
C -1.361 2.849 -5.146  -0.116
C -0.769 1.930 -2.567  -0.458
C 3.550 -0.554 -0.043  -0.100
C 2.452 0.800 -3.276  0.007
C -0.091 3.009 -3.119  -0.246
H 1.084 -5.705 -0.924  0.126
H -3.457 1.220 4.554  0.096
H -2.476 -1.568 -3.798  0.120
H 3.567 -1.628 -0.205  0.135
H 1.885 2.354 1.155  0.138
H -3.491 -2.189 3.049  0.140
H -0.949 -1.355 5.720  0.089
H 1.842 -0.378 2.547  0.117
H -2.589 0.802 3.091  0.046
H -0.322 3.160 3.095  0.107
H -3.424 -1.138 5.303  0.149
H -1.541 0.281 6.003  0.093
H -0.659 -0.079 4.525  0.065
H 3.290 0.439 -3.868  0.123
H 4.496 -0.133 -1.925  0.161
H 3.804 1.301 -1.113  0.153
H 1.880 2.147 2.915  0.153
H -0.193 3.462 1.341  0.087
H 1.521 0.609 -3.792  0.084
H -4.237 0.193 3.354  0.091
H -2.248 -0.524 1.091  0.160
H -2.302 -2.909 4.145  0.139
H 3.317 0.500 2.122  0.139
H 2.568 1.858 -3.041  0.105
H -1.575 2.553 1.985  0.082
H 4.327 -0.281 0.664  0.148

=====

# 2
The molecule C7H9N3. Source: OMol25; level of theory: ωB97M-V/def2-TZVPD.

Values from the calculation:
Orbital gap   8.14 eV
E_LUMO   0.78 eV
SMILES string   Cc1nn2cc[nH]c2c1C
Net charge   0
2S+1   1

Each line ends with the Löwdin charge.
Cartesian coordinates (Å):
N 2.074 -1.181 0.205  0.078
N 1.230 0.829 -0.322  -0.131
N 0.192 1.649 -0.431  0.087
C -1.677 -1.487 0.417  -0.110
C 3.117 -0.227 0.078  -0.110
C -0.927 0.930 -0.135  -0.399
C 0.898 -0.467 -0.051  -0.092
C -2.290 1.365 -0.273  -0.063
C -0.723 -0.409 0.119  -0.148
C 2.602 0.988 -0.233  -0.052
H -1.984 -1.544 1.463  0.064
H 3.221 1.865 -0.623  0.143
H -2.891 0.708 -0.981  0.099
H -2.651 -1.383 -0.176  0.086
H -1.449 -2.596 0.243  0.092
H 4.155 -0.504 -0.052  0.107
H -2.470 2.368 -0.614  0.065
H 2.270 -2.137 0.554  0.162
H -2.696 1.233 0.812  0.124

=====

# 3
A cluster of 3 separate species, C9H14FN2 in total. Source: OMol25; level of theory: ωB97M-V/def2-TZVPD.

Values from the calculation:
Orbital gap (spin up / spin down)   7.54 / 7.95 eV
E_LUMO (spin up / spin down)   -5.01 / -4.61 eV
Net charge   +1
2S+1   1

Each line ends with the Löwdin charge.
Cartesian coordinates (Å):
F -0.702 -2.384 -0.104  0.058
N 4.518 -1.306 0.187  0.060
N 1.859 -0.806 0.664  0.169
C -1.289 -0.102 0.332  0.185
C -3.823 -0.740 -0.090  -0.067
C -1.808 2.412 0.188  -0.018
C -2.140 0.984 0.316  -0.254
C -3.459 0.522 0.278  -0.037
C -2.917 -1.723 -0.281  0.004
C 1.315 0.055 -0.091  -0.034
C -1.613 -1.389 -0.024  -0.279
C 2.078 1.086 -0.864  -0.026
H 5.048 -1.737 0.891  0.039
H 2.928 0.515 -1.323  0.104
H 2.842 -1.073 0.549  0.046
H -2.735 3.045 0.089  0.121
H 2.437 1.663 0.025  0.118
H 5.006 -0.472 0.058  0.030
H -1.224 2.813 0.996  0.089
H -4.867 -0.860 -0.218  0.118
H 1.327 -1.406 1.263  0.124
H -4.249 1.228 0.456  0.124
H -3.364 -2.656 -0.579  0.137
H 4.659 -1.863 -0.661  0.079
H 1.399 1.692 -1.423  0.069
H -1.227 2.504 -0.633  0.041

=====

# 4
The molecule C5H9FO. Source: OMol25; level of theory: ωB97M-V/def2-TZVPD.

Values from the calculation:
Orbital gap   9.85 eV
E_LUMO   0.94 eV
SMILES string   CO/C(C)=C(\C)F
Net charge   0
2S+1   1

Each line ends with the Löwdin charge.
Cartesian coordinates (Å):
F -0.745 0.241 2.779  0.001
O -0.133 0.264 -0.983  -0.151
C 1.043 -1.262 1.068  -0.020
C -1.899 1.346 1.020  -0.030
C 0.329 -0.558 -1.938  -0.226
C -0.818 0.514 1.402  -0.325
C 0.034 -0.156 0.655  -0.059
H 0.333 -0.037 -2.944  0.113
H -0.019 -1.576 -2.167  0.085
H 0.645 -2.099 0.464  0.082
H -1.979 1.387 -0.027  0.065
H -1.640 2.430 1.356  0.127
H -2.808 1.265 1.661  0.106
H 0.998 -1.274 2.265  0.134
H 2.046 -1.097 0.743  0.053
H 1.322 -0.736 -1.709  0.044

=====

# 5
A structure of composition C26H52F9O19S4V. Source: OMol25; level of theory: ωB97M-V/def2-TZVPD.

Values from the calculation:
Orbital gap (spin up / spin down)   9.09 / 8.48 eV
E_LUMO (spin up / spin down)   -3.33 / -3.95 eV
Net charge   +1
2S+1   4

Each line ends with the Löwdin charge.
Cartesian coordinates (Å):
V -17.110 -16.234 -2.058  1.050
S -14.851 -15.085 -2.512  0.639
S -21.674 -19.667 1.649  0.492
S -22.515 -16.395 -7.725  0.609
S -18.206 -17.335 -6.802  0.545
F -22.386 -18.292 -4.278  0.144
F -22.597 -12.361 -3.688  0.176
F -23.134 -20.324 -4.182  0.161
F -20.413 -7.179 -4.507  0.194
F -18.307 -7.557 -4.285  0.200
F -22.390 -10.376 -4.423  0.164
F -24.012 -10.749 -3.112  0.179
F -19.758 -8.650 -3.206  0.175
F -22.031 -19.534 -2.560  0.162
O -22.088 -9.685 -1.477  0.154
O -13.546 -14.466 -2.041  -0.250
O -15.013 -16.544 -2.562  -0.334
O -18.432 -10.009 -5.310  0.019
O -15.963 -14.546 -1.713  -0.359
O -20.178 -9.114 -6.491  0.164
O -25.222 -18.705 -3.581  0.148
O -23.165 -17.289 -8.681  -0.282
O -23.991 -17.933 -1.801  0.043
O -22.530 -19.328 2.779  -0.276
O -20.663 -11.298 -2.261  0.005
O -21.583 -16.927 -6.780  -0.311
O -18.178 -18.891 -6.952  -0.246
O -18.855 -16.801 -7.974  -0.289
O -16.915 -16.841 -6.438  -0.290
O -22.246 -20.481 0.642  -0.265
O -23.579 -15.433 -7.011  -0.267
O -20.440 -20.374 2.180  -0.237
O -19.041 -16.245 -2.285  -0.441
C -24.197 -18.606 -2.899  -0.397
C -19.214 -17.104 -5.447  -0.160
C -20.278 -21.797 2.165  -0.255
C -20.489 -15.695 -2.444  -0.281
C -21.664 -15.215 -8.687  -0.110
C -19.909 -22.322 3.512  -0.058
C -15.039 -14.287 -4.266  -0.007
C -20.138 -20.347 -6.859  -0.051
C -19.700 -11.055 -1.205  -0.197
C -20.933 -15.153 -1.219  -0.096
C -19.430 -9.168 -5.534  -0.366
C -19.486 -8.113 -4.379  -0.592
C -24.410 -15.982 -5.929  -0.237
C -19.149 -19.635 -7.757  -0.205
C -19.234 -12.267 -5.777  -0.038
C -21.779 -10.597 -2.235  -0.384
C -18.259 -11.153 -6.165  -0.178
C -12.305 -15.262 -2.655  -0.080
C -25.411 -18.523 0.134  -0.041
C -18.331 -11.513 -1.661  -0.057
C -25.169 -14.823 -5.345  -0.058
C -22.953 -19.192 -3.460  -0.539
C -25.174 -17.575 -1.045  -0.174
C -21.008 -18.263 0.991  -0.136
C -22.744 -11.094 -3.360  -0.561
C -11.320 -14.886 -1.568  -0.055
H -20.713 -15.557 -9.065  0.064
H -20.023 -23.413 3.382  0.096
H -26.079 -17.515 -1.612  0.116
H -21.941 -17.766 0.729  0.075
H -20.271 -11.912 -5.874  0.085
H -25.674 -15.099 -4.425  0.080
H -19.594 -20.882 -6.080  0.084
H -10.324 -15.075 -1.939  0.094
H -18.142 -11.070 -2.651  0.070
H -18.616 -20.261 -8.419  0.108
H -14.303 -14.792 -4.896  0.071
H -24.392 -14.024 -5.168  0.088
H -20.215 -14.331 -0.877  0.101
H -17.492 -11.286 -0.941  0.105
H -19.070 -12.573 -4.748  0.062
H -26.237 -18.022 0.678  0.098
H -19.578 -18.875 -8.441  0.119
H -12.569 -16.311 -2.458  0.119
H -17.251 -11.373 -5.995  0.097
H -21.121 -22.350 1.731  0.128
H -20.423 -18.546 0.114  0.091
H -19.709 -9.975 -1.018  0.122
H -19.059 -13.125 -6.436  0.080
H -19.666 -16.095 -5.447  0.085
H -19.492 -21.977 1.490  0.107
H -20.489 -17.798 1.784  0.073
H -24.580 -18.769 0.788  0.053
H -18.344 -12.625 -1.778  0.064
H -20.564 -15.171 -3.387  0.104
H -14.677 -13.296 -4.228  0.060
H -25.729 -19.522 -0.221  0.096
H -20.064 -17.771 -5.544  0.036
H -22.336 -14.934 -9.485  0.078
H -21.514 -14.424 -7.964  0.063
H -23.708 -16.469 -5.210  0.108
H -18.595 -17.396 -4.597  0.058
H -20.893 -15.957 -0.474  0.060
H -20.854 -16.695 -2.647  0.094
H -12.222 -14.918 -3.709  0.140
H -24.852 -16.614 -0.624  0.127
H -11.392 -13.841 -1.242  0.101
H -18.339 -10.943 -7.233  0.134
H -20.611 -21.969 4.276  0.094
H -25.855 -14.420 -6.092  0.087
H -16.042 -14.487 -4.674  0.079
H -18.895 -22.084 3.795  0.076
H -11.462 -15.459 -0.680  0.083
H -25.111 -16.695 -6.366  0.129
H -20.874 -19.672 -6.386  0.063
H -21.968 -14.772 -1.250  0.102
H -20.743 -21.074 -7.436  0.098
H -20.064 -11.586 -0.319  0.132

=====

- What is the net charge in the fourth record?
  0

=====

- Which formula does entry 4 have?
  C5H9FO